No. 1
{"formula": "C5H16NS2", "method": "the ωB97M-V functional and the def2-TZVPD basis", "species": ["C", "C", "C", "N", "H", "H", "H", "H", "H", "H", "H", "H", "H", "H", "C", "C", "S", "S", "H", "H", "H", "H", "H", "H"], "xyz": [[-1.709, -0.944, 0.133], [-0.548, -1.377, -0.738], [-1.032, -1.964, -2.056], [-1.226, -0.562, 1.504], [-2.211, -0.069, -0.269], [-2.432, -1.746, 0.263], [0.075, -2.102, -0.210], [0.098, -0.516, -0.933], [-1.725, -2.784, -1.890], [-1.562, -1.220, -2.645], [-0.183, -2.306, -2.634], [-0.667, -1.305, 1.923], [-0.636, 0.298, 1.461], [-2.006, -0.360, 2.131], [2.583, 0.851, 1.211], [1.936, 1.820, 0.230], [0.259, 2.264, 0.814], [-0.871, 2.387, -0.899], [2.021, -0.088, 1.247], [2.642, 1.278, 2.215], [3.591, 0.612, 0.878], [1.830, 1.384, -0.760], [2.505, 2.745, 0.157], [-0.731, 3.701, -1.133]], "charge": 1, "molar_mass_g_mol": 154.32, "orbital_gap_ev": 10.02}

No. 2
{"formula": "C7H8ClN3O6", "method": "the ωB97M-V functional and the def2-TZVPD basis", "species": ["C", "C", "N", "O", "O", "C", "O", "N", "C", "O", "N", "C", "O", "C", "O", "C", "Cl", "H", "H", "H", "H", "H", "H", "H", "H"], "xyz": [[0.238, -1.747, 2.164], [-0.680, -1.412, 0.936], [-1.889, -0.601, 1.311], [-2.694, -0.329, 0.428], [-2.049, -0.281, 2.510], [-1.124, -2.744, 0.273], [-1.990, -3.413, 0.786], [-0.324, -3.369, -0.664], [0.665, -2.652, -1.254], [1.315, -3.120, -2.130], [1.079, -1.473, -0.793], [0.166, -0.599, -0.087], [-0.562, 0.022, -1.183], [-0.386, 1.381, -1.223], [0.404, 2.022, -0.543], [-1.172, 2.093, -2.310], [-0.560, 1.506, -3.924], [0.686, -0.859, 2.580], [-0.314, -2.220, 2.962], [1.052, -2.428, 1.861], [-0.676, -4.170, -1.139], [1.762, -1.009, -1.396], [0.779, 0.128, 0.485], [-2.244, 1.859, -2.239], [-1.068, 3.171, -2.252]], "molar_mass_g_mol": 265.61, "orbital_gap_ev": 10.10}

No. 3
{"formula": "C3H6O2", "method": "the ωB97M-V functional and the def2-TZVPD basis", "species": ["O", "C", "C", "C", "O", "H", "H", "H", "H", "H", "H"], "xyz": [[1.191, 0.983, -0.989], [0.423, -0.185, -1.107], [-0.629, -0.273, -0.004], [-0.241, -0.212, 1.401], [-0.800, 0.927, 0.747], [0.654, 1.607, -0.476], [-0.073, -0.246, -2.087], [1.102, -1.043, -1.030], [-1.567, -0.762, -0.268], [0.818, -0.137, 1.649], [-0.878, -0.659, 2.163]], "molar_mass_g_mol": 74.08, "orbital_gap_ev": 11.32}

No. 4
{"formula": "C2H2P2", "method": "the ωB97M-V functional and the def2-TZVPD basis", "species": ["C", "C", "P", "P", "H", "H"], "xyz": [[0.602, -0.249, 0.903], [0.064, 0.517, -0.544], [1.765, 0.387, -0.162], [-0.449, -1.240, -0.232], [-1.650, -1.045, 0.568], [-0.332, 1.630, -0.533]], "molar_mass_g_mol": 87.99, "orbital_gap_ev": [7.70, 7.70]}

No. 5
{"formula": "C2H4I2N2", "method": "the ωB97M-V functional and the def2-TZVPD basis", "species": ["C", "C", "N", "N", "I", "I", "H", "H", "H", "H"], "xyz": [[-1.885, 0.131, 0.387], [1.699, -0.131, -0.545], [-0.598, -0.049, -0.352], [0.453, -0.165, 0.331], [2.882, -1.881, 0.019], [2.628, 1.747, 0.044], [-2.488, 1.097, 0.008], [-1.491, 0.159, 1.441], [-2.648, -0.671, 0.224], [1.448, -0.238, -1.557]], "molar_mass_g_mol": 309.88, "orbital_gap_ev": 9.13}

No. 6
{"formula": "C6H12O", "method": "the ωB97M-V functional and the def2-TZVPD basis", "species": ["C", "O", "C", "C", "C", "C", "C", "H", "H", "H", "H", "H", "H", "H", "H", "H", "H", "H", "H"], "xyz": [[2.188, -0.937, -0.183], [0.787, -0.811, 0.085], [0.222, 0.427, 0.802], [-0.223, 1.570, -0.132], [-1.676, 1.345, 0.380], [-1.146, 0.117, 1.085], [-0.631, -1.456, -0.932], [2.729, -0.982, 0.769], [2.576, -0.108, -0.787], [2.336, -1.883, -0.712], [1.017, 0.607, 1.539], [0.209, 2.554, 0.080], [-0.083, 1.354, -1.197], [-2.449, 1.201, -0.395], [-2.016, 2.166, 1.029], [-1.546, -0.389, 1.962], [-1.671, -1.234, -0.752], [-0.252, -1.040, -1.862], [-0.373, -2.499, -0.779]], "molar_mass_g_mol": 100.16, "orbital_gap_ev": 7.11}